1.
This record from OMol25 describes a molecular structure, C20H55AsCl10F6O20P5. The level of theory is wB97M-V/def2-TZVPD.

Positions of all 117 atoms, in Å:
As  -0.6030  0.1128  -0.2704
F  -1.4778  -1.2268  0.3744
F  0.0643  -0.9396  -1.4669
F  0.3018  1.4273  -0.8832
F  -1.2593  1.1335  0.9279
F  0.7260  -0.2751  0.7651
F  -1.8720  0.4687  -1.3679
C  0.2775  -4.9740  -0.9789
O  1.4132  -5.7440  -0.5553
P  1.8985  -7.0045  -1.3249
O  2.8404  -7.8435  -0.6033
O  0.5197  -7.7089  -1.6793
C  0.5380  -8.9576  -2.3776
O  2.4033  -6.4751  -2.7362
C  3.7487  -6.6959  -3.1748
H  -0.4470  -4.9718  -0.1678
H  -0.2049  -5.4120  -1.8502
H  0.5699  -3.9489  -1.1956
H  1.5501  -9.2914  -2.6154
H  -0.0353  -8.8583  -3.2986
H  0.0813  -9.7220  -1.7489
H  4.2370  -7.4951  -2.6211
H  4.3161  -5.7729  -3.0645
H  3.7069  -6.9713  -4.2285
C  3.4772  8.3861  1.1411
O  2.8676  7.1045  1.2866
P  2.2124  6.3079  0.1092
O  3.1257  5.6646  -0.8221
O  1.2755  5.3565  0.9270
C  0.3490  4.5065  0.2248
O  1.2557  7.3525  -0.6301
C  0.2254  7.9875  0.1227
H  2.8537  9.1530  1.6028
H  3.6637  8.6133  0.0919
H  4.4240  8.3813  1.6784
H  -0.6382  4.9531  0.2613
H  0.4136  3.5059  0.6339
H  0.5711  4.3940  -0.8435
H  -0.4424  8.5002  -0.5696
H  0.6279  8.7231  0.8220
H  -0.4012  7.2735  0.6647
C  -0.2992  3.2511  3.1139
O  -1.3813  4.0656  2.6285
P  -2.5620  4.5537  3.5610
O  -2.5825  3.9706  4.8992
O  -2.4732  6.1346  3.4923
C  -1.1922  6.7244  3.5725
O  -3.8536  4.3308  2.6951
C  -4.0543  2.9836  2.2631
H  -0.2532  3.2800  4.2023
H  0.6346  3.6624  2.7260
H  -0.4150  2.2315  2.7561
H  -0.5069  6.1516  4.2028
H  -1.2954  7.7129  4.0181
H  -0.7432  6.8311  2.5826
H  -5.0431  2.8877  1.8178
H  -3.9785  2.2623  3.0787
H  -3.3416  2.7048  1.4841
C  -3.5415  -2.6796  -1.8115
O  -3.6760  -4.0414  -1.3984
P  -5.0848  -4.5768  -0.9990
O  -5.7827  -3.8966  0.0910
O  -5.8727  -4.5525  -2.3804
C  -7.3091  -4.6725  -2.3869
O  -4.6816  -6.0739  -0.7326
C  -5.6155  -6.9974  -0.1971
H  -2.7920  -2.6152  -2.5956
H  -3.1919  -2.0203  -1.0146
H  -4.5061  -2.2765  -2.1263
H  -7.7442  -3.6852  -2.5445
H  -7.6918  -5.0224  -1.4291
H  -7.5667  -5.3371  -3.2039
H  -5.2079  -7.4139  0.7255
H  -5.7722  -7.8059  -0.9096
H  -6.5729  -6.5440  0.0682
C  7.4790  1.3652  -0.9077
O  7.0814  1.9939  0.3204
P  5.7207  1.5737  0.9920
O  5.5758  2.0589  2.3517
O  4.6837  2.0242  -0.0825
C  3.2780  2.1743  0.2218
O  5.6865  -0.0097  0.8298
C  6.5830  -0.7972  1.6129
H  7.9627  2.1308  -1.5117
H  6.6341  0.9621  -1.4630
H  8.1986  0.5761  -0.6900
H  3.0263  1.9006  1.2500
H  2.7170  1.4813  -0.4033
H  2.9856  3.1983  0.0260
H  6.0311  -1.6559  1.9986
H  7.0507  -0.2783  2.4468
H  7.3412  -1.2220  0.9500
C  3.4303  -2.0501  -0.6663
Cl  4.3060  -3.4352  0.0087
Cl  4.0473  -1.5885  -2.2679
H  2.3832  -2.2827  -0.7180
H  3.6468  -1.1996  -0.0364
C  0.1947  -1.9614  3.1754
Cl  0.3410  -1.5124  4.8837
Cl  -0.3155  -3.6439  2.9752
H  -0.5440  -1.3319  2.6980
H  1.1589  -1.8298  2.7032
C  -4.5559  -1.5628  1.7837
Cl  -3.4920  -1.1682  3.1523
Cl  -4.9142  -0.1143  0.8133
H  -3.9932  -2.2413  1.1613
H  -5.4860  -1.9603  2.1555
C  -3.7689  3.0313  -1.6151
Cl  -3.1790  4.5179  -0.8751
Cl  -4.8653  3.3671  -2.9731
H  -2.9299  2.4702  -2.0015
H  -4.2905  2.4387  -0.8741
C  0.2764  0.2883  -4.3507
Cl  1.9254  0.9053  -4.2765
Cl  -0.7313  1.2018  -5.5057
H  0.2874  -0.7246  -4.7276
H  -0.1710  0.3657  -3.3725

Properties
net charge: -1
Kohn-Sham gap: 10.46 eV
largest force on an atom: 1.10 eV/A
DFT total energy: -311413.8400 eV
HOMO: -0.3134 Ha

Atomic partial charges in e from the Löwdin method, atoms 1 to 99:
1. As 0.6534
2. F -0.2512
3. F -0.2492
4. F -0.2279
5. F -0.2262
6. F -0.2414
7. F -0.2364
8. C -0.0649
9. O -0.2011
10. P 0.3092
11. O -0.2196
12. O -0.2223
13. C -0.0913
14. O -0.2085
15. C -0.0900
16. H 0.0846
17. H 0.0838
18. H 0.0799
19. H 0.0840
20. H 0.0872
21. H 0.0880
22. H 0.0783
23. H 0.0855
24. H 0.0839
25. C -0.0860
26. O -0.2017
27. P 0.3098
28. O -0.2090
29. O -0.2171
30. C -0.0966
31. O -0.2008
32. C -0.0916
33. H 0.0815
34. H 0.0940
35. H 0.0898
36. H 0.0418
37. H 0.0625
38. H 0.1036
39. H 0.0945
40. H 0.0828
41. H 0.0617
42. C -0.0691
43. O -0.2302
44. P 0.3276
45. O -0.2192
46. O -0.1950
47. C -0.0974
48. O -0.2024
49. C -0.1381
50. H 0.0878
51. H 0.0772
52. H 0.0773
53. H 0.0962
54. H 0.0914
55. H 0.0616
56. H 0.0771
57. H 0.0828
58. H 0.0452
59. C -0.0769
60. O -0.1899
61. P 0.3192
62. O -0.2186
63. O -0.2109
64. C -0.0823
65. O -0.1935
66. C -0.0991
67. H 0.0954
68. H 0.0478
69. H 0.0902
70. H 0.0910
71. H 0.0734
72. H 0.0861
73. H 0.0921
74. H 0.0895
75. H 0.0786
76. C -0.0867
77. O -0.1999
78. P 0.2989
79. O -0.2133
80. O -0.1925
81. C -0.0517
82. O -0.2442
83. C -0.1005
84. H 0.0889
85. H 0.0826
86. H 0.0828
87. H 0.0937
88. H 0.0712
89. H 0.0651
90. H 0.0733
91. H 0.0891
92. H 0.0854
93. C -0.9953
94. Cl 0.5275
95. Cl 0.4992
96. H -0.0001
97. H -0.0056
98. C -1.0500
99. Cl 0.4964


2.
This record from OMol25 describes 8 unconnected molecules or ions with the total composition C20H56N2O8. The level of theory is wB97M-V/def2-TZVPD.

Positions of all 86 atoms, in Å:
N  14.9854  22.2355  -2.6368
C  14.6472  23.4762  -2.9108
N  13.3567  23.6785  -2.7278
O  15.5851  24.4578  -3.2266
H  15.9540  22.0112  -2.7782
H  14.3801  21.4541  -2.5151
H  13.0505  24.6227  -2.5804
H  12.6651  22.9270  -2.4165
C  12.6567  19.8550  -3.3286
C  11.9771  20.3594  -2.0445
C  12.7633  19.9382  -0.7639
O  11.7664  21.5846  -2.0426
H  11.9987  19.9494  -4.1619
H  13.0198  18.8413  -3.1277
H  13.4080  20.5812  -3.6557
H  11.0276  19.7890  -1.9866
H  13.4569  20.7233  -0.4489
H  13.3239  19.0058  -0.9698
H  12.0693  19.8007  0.0536
H  10.8834  21.5260  -1.7245
C  13.8721  23.6248  5.1877
C  13.4868  22.4780  4.2711
C  14.1952  22.6254  2.9617
O  13.6688  21.3084  4.6942
H  13.5141  24.5625  4.7819
H  14.9510  23.7069  5.2750
H  13.4462  23.4849  6.1913
H  12.4069  22.5377  3.9895
H  13.9331  21.7937  2.3078
H  15.2760  22.6648  3.0174
H  13.8808  23.5520  2.4585
H  13.3708  21.2762  5.6068
C  10.2398  24.5756  -2.3144
C  9.7797  25.9922  -2.7367
C  8.8401  25.9022  -3.9709
O  9.1622  26.6590  -1.8212
H  9.4211  23.9304  -1.8949
H  10.9356  24.6964  -1.5016
H  10.7151  24.0689  -3.1623
H  10.6328  26.6512  -3.0674
H  9.5223  25.7546  -4.8142
H  8.2810  26.8368  -4.0882
H  8.0338  25.1425  -3.8806
H  9.6860  26.7173  -0.9947
C  11.2048  25.0586  3.5680
C  10.2802  26.0744  3.0233
C  10.4404  26.1163  1.5180
O  9.0092  25.9149  3.2614
H  11.3524  25.1678  4.6465
H  12.1402  25.1506  3.0826
H  10.8041  24.0561  3.4006
H  10.6078  27.0657  3.3776
H  10.0417  27.1013  1.1400
H  10.0433  25.2538  1.0274
H  11.4695  26.1162  1.2562
H  8.5706  26.2687  2.5210
C  8.4055  22.5398  2.0798
C  7.1552  22.4204  1.3006
C  6.3655  21.2087  1.8719
O  6.3441  23.3729  1.3619
H  8.9676  21.5833  2.0195
H  8.2473  22.6359  3.1118
H  8.9909  23.4447  1.8488
H  7.3862  22.2282  0.2506
H  6.9569  20.3026  1.8882
H  5.4537  21.0980  1.2259
H  5.9815  21.3628  2.8531
H  6.5198  23.8962  0.5967
C  16.5120  24.1287  1.0757
C  16.5145  23.0213  0.0730
C  17.4588  21.8868  0.5849
O  15.3809  22.5178  -0.1703
H  17.3548  24.8505  0.8460
H  16.6684  23.7495  2.0886
H  15.6299  24.7035  0.8517
H  16.8679  23.3555  -0.9167
H  18.4824  22.2518  0.5192
H  17.3424  21.0525  -0.0588
H  17.2299  21.5171  1.5491
H  15.2407  22.3622  -1.0937
C  11.8970  23.1208  0.6515
O  12.9053  23.9746  0.0857
H  11.9219  23.2352  1.7153
H  12.0062  22.1089  0.3391
H  10.8858  23.4210  0.3074
H  13.7798  23.5218  0.0789

Properties
Kohn-Sham gap: 9.28 eV
largest force on an atom: 11.03 eV/A
DFT total energy: -41002.0478 eV
HOMO: -0.3422 Ha

The net atomic charges from Löwdin, expressed in e, are:
1. N 0.1463
2. C -0.5593
3. N 0.1767
4. O -0.1165
5. H 0.1432
6. H 0.0779
7. H 0.1039
8. H 0.0889
9. C -0.0123
10. C -0.6142
11. C -0.0169
12. O -0.0087
13. H 0.0748
14. H 0.0919
15. H 0.0671
16. H 0.1527
17. H 0.0620
18. H 0.0876
19. H 0.0758
20. H 0.1236
21. C -0.0281
22. C -0.6537
23. C -0.0485
24. O 0.0423
25. H 0.0552
26. H 0.0850
27. H 0.0877
28. H 0.1307
29. H 0.0909
30. H 0.0670
31. H 0.0732
32. H 0.1193
33. C -0.0516
34. C -0.5904
35. C -0.0468
36. O -0.0123
37. H 0.0964
38. H 0.0391
39. H 0.0772
40. H 0.1520
41. H 0.0780
42. H 0.0758
43. H 0.0847
44. H 0.0935
45. C -0.0529
46. C -0.5894
47. C -0.0539
48. O 0.0352
49. H 0.0934
50. H 0.0647
51. H 0.0759
52. H 0.1467
53. H 0.1096
54. H 0.0514
55. H 0.0720
56. H 0.0772
57. C -0.0514
58. C -0.6520
59. C -0.0374
60. O 0.0451
61. H 0.0997
62. H 0.0709
63. H 0.0587
64. H 0.1396
65. H 0.0685
66. H 0.0946
67. H 0.0688
68. H 0.1110
69. C -0.0355
70. C -0.6001
71. C -0.0212
72. O -0.0440
73. H 0.1079
74. H 0.0676
75. H 0.0760
76. H 0.1428
77. H 0.0822
78. H 0.0571
79. H 0.0591
80. H -0.0069
81. C -0.1420
82. O -0.1362
83. H 0.0371
84. H 0.0429
85. H 0.0617
86. H 0.0442